[1]
Density functional theory data (ωB97M-V/def2-TZVPD) for a cluster of 10 separate species, C10H40N10O10 in total in a non-equilibrium geometry.

As for the gap between HOMO and LUMO: 9.29 eV. As for the total charge: 0. For the relative energy (zero: lowest compared OMol25 entry of this formula, charge and spin), the calculation gives 50.8 kJ/mol. The structure (SMILES) is NC(N)=O.NC(N)=O.NC(N)=O.NC(N)=O.NC(N)=O.CO.CO.CO.CO.CO. The spin multiplicity is 1. The LUMO energy comes out at 0.22 eV.

```
70
Properties=species:S:1:pos:R:3:forces:R:3:lowdin_charge:R:1
C 1.4751 -3.6743 2.1189 0.4902 -0.5695 -0.3547 -0.176
O 0.3905 -4.0815 2.9209 -0.2522 0.1703 0.0484 -0.115
H 1.6590 -4.4598 1.3738 0.1317 0.0128 0.1037 0.068
H 1.3914 -2.7517 1.5376 -0.4640 0.1734 0.4134 0.052
H 2.3668 -3.5859 2.7428 0.0314 0.0322 -0.0210 0.077
H -0.3569 -3.4769 2.8560 0.0689 0.2991 -0.0577 0.033
C -3.9383 -2.9238 0.7438 -0.4781 -0.1953 1.4851 -0.171
O -4.8134 -1.9379 0.2267 0.2217 0.1665 -0.2856 -0.118
H -3.9132 -2.7662 1.8275 0.0403 0.2440 -0.0947 0.069
H -4.3890 -3.9180 0.6720 0.3610 -0.1378 -0.5344 0.079
H -2.8961 -2.8721 0.4305 -0.1685 -0.0700 -0.5533 0.054
H -4.9113 -2.0763 -0.7195 0.0612 -0.0012 0.0016 0.071
C 2.7766 -1.2748 -3.1328 -0.6120 0.6610 -0.5929 -0.165
O 3.0046 -0.5691 -4.3496 0.2218 -0.0041 -0.1442 -0.121
H 3.2785 -0.6785 -2.3750 0.2249 -0.4478 0.1840 0.084
H 1.7092 -1.2391 -2.9020 0.0272 -0.2991 0.1414 0.040
H 3.1098 -2.3117 -3.2122 0.2224 0.0342 0.3139 0.072
H 2.5498 -1.0139 -5.0690 -0.0427 -0.0161 0.0328 0.069
C -1.6683 -1.0441 -4.4428 0.3658 -0.1609 -0.0465 -0.138
O -1.2481 -0.7682 -3.1162 0.0631 0.0973 0.1674 -0.156
H -1.4491 -0.1512 -5.0247 -0.0689 -0.0788 -0.1220 0.083
H -1.1039 -1.8926 -4.8446 0.0259 0.1112 -0.1475 0.075
H -2.7289 -1.2910 -4.5383 -0.0476 0.1422 0.2609 0.079
H -1.2088 -1.6015 -2.6213 -0.4127 -0.1514 -0.0670 0.017
C 2.5939 4.9796 -3.0571 -0.0229 0.0729 1.6552 -0.188
O 2.0937 5.2296 -4.3419 0.1253 0.0956 -0.3234 -0.106
H 3.6629 4.7530 -2.9686 -0.0049 -0.1753 -0.5841 0.077
H 2.4256 5.7826 -2.3276 -0.1799 0.2411 -0.3792 0.069
H 2.0354 4.1564 -2.6101 0.1171 -0.2402 -0.3542 0.053
H 2.3628 6.1141 -4.6022 -0.0208 -0.0134 -0.0353 0.075
C 0.7102 0.0289 -0.0353 0.5513 0.1016 -0.6651 -0.657
O 1.5494 0.4047 0.7854 -0.4313 -0.0938 0.5582 -0.004
N 0.6771 0.5896 -1.2616 0.3882 0.8779 -0.1279 0.184
N -0.1609 -0.9856 0.1952 0.4422 -0.0003 0.1658 0.175
H 0.1666 0.3121 -2.0848 -0.4371 -0.2499 0.1960 0.070
H 1.2640 1.4042 -1.3120 0.1567 -0.0454 -0.2979 0.102
H -0.8735 -1.1537 -0.4956 -0.4523 -0.0856 0.4291 0.088
H -0.2774 -1.1763 1.1815 -0.6895 -0.3847 -0.0820 0.068
C -1.7815 -0.7508 3.5924 -0.3710 1.8031 0.5729 -0.649
O -1.4150 -1.6499 2.8613 0.4140 -0.8083 -0.1835 0.018
N -1.8920 -0.7791 4.9522 0.1805 -0.6538 -0.0055 0.161
N -2.1093 0.4965 3.1555 -0.2101 -0.9222 -0.4720 0.168
H -1.5867 -1.5804 5.4679 -0.1571 -0.0663 0.1532 0.107
H -2.3539 0.0023 5.3810 0.1205 -0.4034 0.4265 0.096
H -2.3105 1.2147 3.8267 0.0960 0.2561 -0.5763 0.093
H -2.0267 0.6753 2.1724 -0.0633 0.4388 0.0338 0.107
C 0.2191 2.3725 3.5980 0.9068 0.3260 -0.8644 -0.686
O -0.5279 2.7392 2.6892 -0.2028 -0.2587 -0.0020 -0.033
N 1.1813 1.4312 3.4584 -0.3642 -0.5416 -0.1819 0.190
N 0.2608 3.0294 4.7784 -0.0727 -0.0557 0.5769 0.165
H 1.1608 0.8261 2.6411 0.1997 0.2920 -0.2713 0.065
H 1.6936 1.0939 4.2527 -0.0458 0.0126 0.0516 0.102
H -0.5182 3.6111 5.0204 0.1000 0.1323 0.1526 0.108
H 0.9157 2.6944 5.4596 -0.2442 0.2960 0.4105 0.097
C -0.4170 -3.8066 -2.0173 0.1834 -0.3071 0.3733 -0.661
O -1.4943 -3.2596 -1.7686 -0.0324 0.3165 -0.2608 -0.008
N -0.3118 -4.7459 -2.9908 -0.3491 -0.0504 -0.4263 0.171
N 0.7007 -3.5168 -1.3143 -0.7040 -0.2840 -0.5914 0.191
H -1.1434 -4.9039 -3.5312 0.0278 -0.0866 0.0088 0.109
H 0.5134 -5.2634 -3.2254 0.1086 0.0897 0.1385 0.100
H 1.5547 -3.9841 -1.5462 0.2953 0.2299 0.4610 0.106
H 0.5278 -2.8794 -0.5517 0.6965 0.0797 0.1711 0.064
C 0.5707 5.2651 0.3933 1.2127 1.2058 -0.2365 -0.688
O 0.7785 6.2600 -0.2950 -0.3450 0.0406 0.1366 0.001
N 0.5902 4.0225 -0.1649 -0.2517 -0.0491 0.3567 0.160
N 0.4735 5.3068 1.7445 -0.2873 -0.6128 0.3697 0.165
H 0.3855 3.2539 0.4595 -0.2779 -0.2565 -0.5253 0.074
H 0.3030 4.0815 -1.1267 -0.0983 -0.6563 -0.0083 0.094
H 0.0794 4.5062 2.2257 0.1101 0.2126 0.0943 0.047
H 0.6637 6.1581 2.2339 -0.1275 0.1687 -0.1685 0.100
```
Forces are in eV/Å.

[2]
Density functional theory data (ωB97M-V/def2-TZVPD) for the ion C7H11BrF9N3OPS2 with charge +1.

As for the gap between HOMO and LUMO: 8.42 eV. As for the total charge: +1. The structure (SMILES) is FC(F)(CCN(Br)C1=[N+]([PH2]=S)COCN1)C(F)(F)S(F)(F)(F)(F)F. The spin multiplicity is 1. The LUMO energy comes out at -4.44 eV.

```
35
Properties=species:S:1:pos:R:3:forces:R:3:lowdin_charge:R:1
F -1.9119 2.1522 -1.8314 -0.1855 0.2339 -0.1042 0.146
C -0.8145 1.4577 -1.5074 -0.0389 -0.1765 -0.1870 -0.462
F -1.1824 0.5640 -0.5442 0.1226 -0.1243 0.1136 0.072
C 0.2327 2.4066 -0.9411 0.1193 0.0031 0.1049 -0.046
C 1.2973 1.7515 -0.0611 -0.0484 -0.0596 -0.0707 -0.162
N 0.7774 1.2875 1.2473 0.0544 -0.0794 -0.0901 -0.386
Br 0.3533 2.6360 2.4410 -0.0581 0.0072 0.0068 0.968
C 0.6761 0.0245 1.5814 0.1025 0.2461 0.1911 -0.440
N 1.2188 -0.9374 0.7269 -0.0555 -0.0055 0.0041 0.099
C 2.1679 -1.8255 1.4364 0.0906 0.0008 -0.0671 -0.138
O 2.0165 -1.7057 2.8343 -0.0224 -0.0169 0.0088 -0.059
C 0.6790 -1.6887 3.1963 -0.0854 -0.0147 -0.0397 -0.204
N 0.1112 -0.3581 2.7646 -0.0054 -0.2514 -0.2372 -0.210
P -1.6440 -0.3639 2.8158 -0.2871 -0.0952 -0.0454 0.364
S -2.4919 -1.7424 1.7950 0.1476 0.1700 0.1100 0.269
C -0.3275 0.7085 -2.7935 0.0406 -0.0571 0.2078 -0.427
F -0.2809 1.6064 -3.7740 0.0950 0.0016 -0.0207 0.154
F 0.9266 0.2746 -2.5544 0.0405 0.0243 -0.0220 0.107
S -1.3184 -0.8135 -3.3731 0.0121 0.1839 0.3032 0.760
F -0.0578 -1.3215 -4.1709 0.1084 -0.0049 -0.0762 -0.109
F -0.7938 -1.5792 -2.0632 -0.0457 -0.0057 -0.0442 -0.152
F -2.5892 -0.3149 -2.5709 -0.0148 -0.0653 0.0069 -0.118
F -1.8348 -0.0686 -4.6504 -0.0872 0.0729 -0.1136 -0.102
F -2.0944 -2.0991 -3.7880 -0.0678 -0.1187 -0.0160 -0.083
H 0.7422 2.9161 -1.7606 -0.0434 -0.0309 -0.0124 0.149
H -0.3191 3.1740 -0.3926 0.0398 -0.0457 0.0125 0.121
H 1.7292 0.8738 -0.5306 0.0201 0.0804 -0.0080 0.115
H 2.0909 2.4649 0.1563 -0.0549 0.0291 0.0187 0.130
H 0.4385 -1.4548 0.3163 0.0735 -0.0343 0.0007 0.132
H 1.9915 -2.8445 1.0835 0.0048 0.0183 0.0603 0.148
H 3.1921 -1.5226 1.2314 -0.0456 -0.0222 -0.0526 0.142
H 0.5970 -1.7366 4.2795 0.0438 0.0152 -0.0142 0.147
H 0.1157 -2.5084 2.7336 0.0267 0.0500 0.0210 0.107
H -1.9034 0.9609 2.4605 0.0222 0.0644 -0.0014 -0.041
H -1.7900 -0.3737 4.2072 -0.0181 0.0072 0.0523 0.009
```
Forces are in eV/Å.

[3]
Density functional theory data (ωB97M-V/def2-TZVPD) for a cluster of 2 separate species, C5H7NO2S in total in a non-equilibrium geometry.

As for the gap between HOMO and LUMO: 9.56 eV. As for the total charge: 0. For the relative energy (zero: lowest compared OMol25 entry of this formula, charge and spin), the calculation gives 185.2 kJ/mol. The spin multiplicity is 1. The LUMO energy comes out at 0.28 eV.

```
16
Properties=species:S:1:pos:R:3:forces:R:3:lowdin_charge:R:1
C -1.5796 1.5449 1.0640 -0.5905 1.7999 -0.1013 -0.107
C -0.4808 0.8776 1.4551 2.0845 -1.6332 2.1153 -0.058
C -1.9739 1.4298 -0.2462 0.9312 0.7570 -1.0523 -0.091
C 0.2870 0.0921 0.5338 -1.7866 0.1516 -0.4346 -0.077
C -1.1640 0.7763 -1.1474 -0.8157 -2.4049 -0.2040 -0.095
N -0.0653 0.0144 -0.7623 -1.3109 1.3795 0.1793 0.026
O 1.4300 -2.1997 -1.4125 -0.6802 0.9121 0.4468 -0.486
O 2.3467 -2.4820 0.9217 0.0153 0.4568 1.2471 -0.558
S 2.7148 -2.5896 -0.4691 -0.5642 1.7529 -2.9412 0.803
H -2.0200 2.3292 1.6959 -0.2095 -0.9084 0.0424 0.123
H -0.3027 0.8934 2.5776 0.5010 -0.1389 -1.7040 0.132
H -2.7731 2.0051 -0.6595 -0.6431 0.0894 0.0163 0.099
H 1.0549 -0.6369 0.7693 0.2103 0.4420 0.7099 0.077
H 3.4355 -1.3595 -0.9192 -0.6221 -1.2527 1.0401 0.009
H -1.7144 0.6054 -2.1214 1.7851 0.1542 0.6313 0.130
H 0.8048 -1.3004 -1.2797 1.6954 -1.5574 0.0089 0.073
```
Forces are in eV/Å.

Which of these has the highest gap between HOMO and LUMO?
C5H7NO2S